A molecular structure, C58H126As4F24N6O4 in a non-equilibrium geometry. Source: the Open Molecules 2025 dataset; level of theory: ωB97M-V/def2-TZVPD.

* charge: 0
* LUMO level: -0.0198 hartree

```
222
Properties=species:S:1:pos:R:3:forces:R:3:mulliken_charge:R:1
C -6.623988 3.013332 -5.891391 -0.580 1.094 -0.254 -1.343
C -5.597259 3.858886 -5.109217 -0.063 -0.630 -0.265 -0.317
C -4.191538 3.523760 -5.578371 0.574 -1.892 0.223 -0.036
N -3.090841 4.459223 -5.196532 1.617 -0.176 -0.274 0.166
C -2.950315 4.669126 -3.738405 -1.053 2.307 1.015 -1.068
C -2.584628 3.446886 -2.949255 1.395 -0.709 0.105 0.082
C -1.209913 2.827161 -3.405631 -1.290 -0.384 1.294 1.388
C -1.353175 2.633289 -4.881218 1.003 -0.007 -1.083 -0.291
C -1.714210 3.941190 -5.577248 0.156 -0.734 0.011 -1.294
C -3.188906 5.732410 -5.914780 -0.152 2.021 0.260 -0.927
H -6.637879 2.041231 -5.434999 -0.235 -0.496 -0.100 0.226
H -6.475754 2.933194 -6.970104 0.530 -0.013 0.043 0.356
H -7.626505 3.476702 -5.835344 0.395 -0.336 0.411 0.353
H -5.737370 3.523712 -4.083340 0.363 0.171 0.195 0.074
H -5.787712 4.912887 -5.105022 -0.287 0.707 -0.400 0.568
H -4.045664 3.374624 -6.659736 -0.513 0.266 0.189 0.509
H -3.947456 2.531713 -5.115098 -0.124 0.900 -0.473 -0.274
H -3.902991 5.163715 -3.423839 0.584 -0.635 0.064 0.501
H -2.190914 5.482882 -3.670333 -0.310 -0.673 0.238 0.561
H -3.342990 2.662792 -3.064507 0.045 0.216 0.219 -0.563
H -2.482775 3.682582 -1.892620 -0.388 0.212 0.062 0.647
H -1.111288 1.889593 -2.852555 -0.312 -0.003 -0.516 -1.225
H -0.277370 3.321860 -3.049917 -0.771 0.477 -0.630 0.247
H -2.017993 1.829656 -5.215586 -0.262 0.148 0.549 0.273
H -0.406527 2.306367 -5.305557 0.243 0.172 -0.234 0.596
H -1.718056 3.806155 -6.646968 0.045 0.088 -0.438 0.452
H -1.011625 4.745436 -5.287731 -0.325 -0.428 -0.263 0.426
H -2.392066 6.455519 -5.606165 -0.515 -0.879 0.068 0.392
H -4.137700 6.234420 -5.691657 0.120 -0.314 -0.163 0.358
H -3.054313 5.618442 -6.986447 -0.282 -0.420 -0.030 0.393
C -0.130847 -0.897735 5.431769 -1.013 0.259 0.307 -2.153
C -0.009417 -1.483435 4.038982 1.133 0.742 0.768 2.574
C 1.135976 -2.439545 4.177252 0.108 -0.490 0.116 -2.113
N 1.867796 -2.816853 2.948267 -0.818 1.668 0.212 1.067
C 2.683383 -1.660833 2.533483 -0.627 1.432 -0.239 -0.395
C 3.499472 -1.964216 1.325727 -0.545 0.540 -1.085 0.672
C 4.458772 -3.063135 1.730405 0.834 -0.178 -0.468 -0.938
C 3.703053 -4.294062 2.256561 -0.146 0.193 -0.572 -0.395
C 2.749989 -3.837823 3.343221 1.542 -2.713 0.936 -0.930
C 0.912711 -3.225331 1.936149 -1.624 0.615 0.003 0.097
H 0.750708 -0.438255 5.872462 0.099 0.011 -0.319 0.226
H -0.470084 -1.696831 6.076046 0.283 -0.492 0.439 0.593
H -0.976246 -0.231328 5.501051 -0.197 0.742 -0.139 0.370
H 0.164679 -0.779037 3.248649 0.118 0.849 -0.187 -0.255
H -0.923450 -1.974906 3.818420 -0.665 -0.644 -0.347 -1.044
H 0.698167 -3.357604 4.526566 0.197 -0.411 0.517 1.043
H 1.952340 -2.106118 4.819887 -0.552 0.260 0.354 0.564
H 3.325544 -1.442350 3.378052 0.102 0.129 0.092 -0.126
H 2.023585 -0.794464 2.375971 0.169 -0.413 0.046 -0.164
H 3.971437 -0.998138 1.091364 0.373 -0.401 -0.073 0.221
H 2.835430 -2.180472 0.437135 0.802 -0.100 0.833 -0.646
H 5.079947 -2.657264 2.538406 -0.011 -0.072 -0.004 0.315
H 5.161768 -3.311899 0.920922 -0.339 -0.135 0.146 0.505
H 4.400651 -5.000023 2.719957 -0.170 -0.038 -0.282 0.546
H 3.142077 -4.767493 1.429683 0.338 -0.032 0.339 0.022
H 3.358189 -3.489196 4.177268 -0.046 0.281 0.103 0.524
H 2.104284 -4.615670 3.758414 0.311 -0.426 -0.252 0.600
H 1.392941 -3.487610 1.007798 -0.152 -0.199 -0.229 0.252
H 0.291818 -2.311079 1.853342 0.120 -0.726 -0.697 -0.375
H 0.265003 -4.013182 2.358023 0.522 0.164 -0.392 -0.023
C 0.816695 6.243553 0.241977 -0.245 -1.373 0.314 -1.153
C 2.154151 6.081961 0.929679 0.204 -0.328 0.106 -0.818
C 2.124556 4.675517 1.487790 -0.534 0.900 1.308 0.077
N 3.289992 4.352742 2.346983 1.017 -0.447 -0.321 1.068
C 3.736757 5.464683 3.259389 -0.653 -0.552 -1.892 -1.014
C 2.709051 5.719484 4.258192 -1.252 -0.600 0.908 -0.549
C 2.375682 4.472481 5.095324 -0.617 0.168 1.341 -0.767
C 1.921577 3.282580 4.256240 1.723 0.060 -1.415 -0.655
C 3.031153 3.119503 3.176980 -0.548 -0.417 0.378 -0.572
C 4.485693 4.047987 1.487558 -0.951 -0.086 0.708 -1.217
H 0.674603 7.243131 -0.046109 -0.434 1.330 -0.529 0.542
H 0.039980 5.943875 0.985930 0.282 0.347 -0.745 0.325
H 0.728285 5.570742 -0.635629 -0.004 0.372 0.489 0.083
H 2.288346 6.837250 1.719647 -0.385 -0.287 -0.212 0.311
H 3.019797 6.195468 0.288152 0.018 0.160 -0.528 0.354
H 1.955751 3.917330 0.740951 0.486 -0.303 -0.279 -0.363
H 1.238158 4.629777 2.120455 0.051 -0.191 0.155 0.479
H 3.899439 6.323183 2.621729 0.293 0.187 -0.027 0.543
H 4.679140 5.142954 3.640214 0.579 -0.207 0.623 0.655
H 1.779758 6.071669 3.789433 0.253 0.226 0.088 0.297
H 3.134678 6.489652 4.856380 -0.145 0.810 0.908 0.524
H 1.632983 4.769488 5.889708 0.706 -0.407 -0.717 0.410
H 3.294243 4.108300 5.608425 -0.534 0.371 -0.113 0.260
H 0.955783 3.205931 3.767345 -0.357 0.754 0.166 0.369
H 2.031951 2.343994 4.767283 -0.043 -0.335 0.776 0.160
H 2.737510 2.302919 2.508622 0.393 0.246 -0.091 -0.363
H 3.987991 2.890462 3.671448 -0.429 -0.027 -0.289 0.676
H 4.731777 4.923895 0.918767 -0.057 0.267 -0.611 0.493
H 4.243605 3.155316 0.930600 0.521 -0.149 -0.438 0.277
H 5.276556 3.904627 2.198092 0.590 -0.581 -0.006 0.516
C -6.281929 -3.076520 6.907039 -0.658 1.099 0.506 -1.411
C -6.104282 -1.750219 6.127860 0.587 -1.820 0.055 -0.378
C -5.733532 -2.148361 4.701308 1.704 0.162 0.047 0.084
N -5.509376 -0.915354 3.785153 -1.601 -1.505 0.907 1.139
C -4.149256 -0.505872 3.848170 3.618 0.136 0.375 -0.140
C -3.671515 0.477503 2.774150 -0.127 -0.346 -0.023 -0.648
C -4.040232 -0.064248 1.422826 -1.173 0.597 -2.275 0.849
C -5.532970 -0.404279 1.341330 -0.596 -0.561 -0.686 -0.439
C -5.881517 -1.369758 2.447221 -1.596 0.104 -1.168 -1.292
C -6.408610 0.133990 4.155150 -1.964 2.007 1.125 -1.301
H -6.977237 -3.760662 6.469218 -0.298 -0.481 -0.662 0.390
H -6.697635 -2.887892 7.897699 0.216 0.165 0.102 0.407
H -5.319228 -3.530703 7.021182 0.462 -0.480 0.000 0.304
H -5.270491 -1.298313 6.663771 0.075 0.571 -0.415 0.306
H -6.954871 -1.095467 6.144360 -0.485 -0.006 0.315 0.502
H -6.447085 -2.802931 4.172999 0.001 0.462 0.545 0.443
H -4.729141 -2.672245 4.679646 -1.342 0.369 0.145 -0.426
H -3.503957 -1.424241 3.693963 -0.791 0.983 0.597 -0.478
H -4.036525 -0.052322 4.848970 0.416 -0.513 -0.301 0.420
H -2.582844 0.475645 2.762577 0.090 0.369 0.605 0.199
H -4.059370 1.486649 2.976375 0.177 -0.160 -0.329 0.433
H -3.476618 -0.926070 1.076828 0.269 -0.598 0.801 -0.666
H -3.791497 0.580761 0.566605 -0.155 0.460 0.652 0.055
H -5.825715 -0.995975 0.421962 0.604 0.978 0.771 0.241
H -6.228121 0.476185 1.361152 0.816 -0.574 -0.131 0.289
H -5.319510 -2.285228 2.333474 -0.206 -0.576 -0.347 0.548
H -7.015946 -1.482376 2.450176 1.521 -0.501 0.083 0.286
H -6.440251 0.883901 3.367441 0.013 -0.036 0.062 0.448
H -6.210553 0.674223 5.123461 0.361 -0.858 -1.008 0.299
H -7.412412 -0.311049 4.264845 0.345 0.341 -0.228 0.444
C 7.702609 -2.372300 -3.560188 1.563 -0.231 1.188 -1.463
C 6.269039 -1.893588 -3.661042 0.375 0.815 -1.006 0.141
C 6.110044 -0.355070 -3.711573 0.823 -0.753 -0.955 -0.829
N 4.709124 0.038213 -3.464804 -1.111 0.630 1.228 1.124
C 4.657075 1.530074 -3.500584 0.399 0.043 -0.945 -1.594
C 3.271295 2.115910 -3.554492 -0.117 1.606 0.291 0.179
C 2.470817 1.607897 -4.756222 -0.145 0.244 1.325 -0.398
C 2.428532 0.143825 -4.532209 -0.077 -1.771 -0.202 1.257
C 3.770006 -0.552965 -4.435200 0.677 0.130 -1.332 -1.458
C 4.314037 -0.363102 -2.059550 0.767 0.172 0.705 -0.477
H 7.881489 -3.386427 -3.087877 -0.833 0.981 -0.555 0.339
H 8.258738 -1.685965 -2.863024 -0.261 -0.486 -0.847 0.314
H 8.207340 -2.439341 -4.538577 -0.135 0.380 0.374 0.341
H 5.679580 -2.261805 -2.864245 -0.474 -0.542 0.831 0.234
H 5.846630 -2.256810 -4.588583 -0.282 -0.421 -0.146 0.298
H 6.379232 0.053099 -4.708465 -0.208 -0.360 0.330 0.463
H 6.716810 0.184245 -2.999557 0.144 -0.099 0.666 0.406
H 5.167318 1.855133 -4.409229 0.112 -0.239 -0.229 0.493
H 5.303879 1.801435 -2.693852 -0.020 0.652 0.908 0.689
H 3.392638 3.208894 -3.679929 0.157 -0.350 0.288 0.729
H 2.717555 1.990382 -2.602356 0.189 -0.136 -0.561 -0.528
H 2.858819 1.904098 -5.717633 0.408 0.144 -0.335 0.534
H 1.463845 2.008211 -4.648065 -0.052 0.050 -0.216 -0.704
H 1.842838 -0.425826 -5.269849 0.045 0.166 0.230 0.917
H 2.024745 -0.018132 -3.555998 -1.049 -0.131 0.610 -1.072
H 4.282917 -0.443301 -5.402645 -0.064 -0.438 0.062 0.404
H 3.673236 -1.590431 -4.127197 -0.221 -0.164 -0.373 0.594
H 5.103064 0.033874 -1.386795 -0.365 -0.562 -0.518 -0.925
H 4.154858 -1.433561 -1.996818 0.036 -0.102 -0.076 0.199
H 3.412025 0.130212 -1.745332 -0.468 0.267 -0.236 0.412
C -5.053465 -4.555345 -0.302064 -1.890 0.054 -0.981 -1.656
C -3.599678 -4.180558 -0.548625 -0.235 -1.660 2.342 0.994
C -3.383943 -3.435762 -1.767716 0.524 0.376 -2.790 -0.400
N -1.974754 -3.132647 -2.164085 1.905 -0.012 0.998 1.002
C -1.214535 -4.373884 -2.414837 -0.945 -0.372 -1.428 -1.070
C 0.046551 -4.093134 -3.129369 2.059 0.465 0.465 1.438
C -0.027569 -3.335631 -4.412072 -0.014 0.382 -1.246 -1.961
C -0.722426 -2.021080 -4.108360 -0.767 -1.754 -0.886 0.095
C -2.051596 -2.328167 -3.417679 0.949 -0.217 -0.134 -0.852
C -1.233300 -2.377013 -1.092396 -0.855 1.220 -0.957 1.004
H -5.236592 -4.946932 0.710335 0.390 0.008 -0.420 0.343
H -5.461214 -5.277654 -1.056554 0.558 0.285 0.646 0.445
H -5.754090 -3.694905 -0.429600 0.632 -0.205 0.186 0.233
H -3.050167 -5.150157 -0.557623 -0.002 0.858 0.337 0.224
H -3.362495 -3.578268 0.347082 0.566 -0.408 -0.396 -0.453
H -3.810555 -2.459143 -1.749607 -0.958 0.655 0.000 -0.146
H -3.669067 -3.971705 -2.704704 -0.775 0.228 0.943 0.456
H -1.866467 -4.935100 -3.070324 -0.316 -0.571 -0.235 0.429
H -1.118173 -4.912755 -1.506475 0.478 -0.309 0.865 0.713
H 0.680581 -4.967484 -3.206377 -0.293 -0.471 -0.106 0.779
H 0.695768 -3.453396 -2.496640 -0.479 -0.484 -0.300 -1.495
H -0.499961 -3.774690 -5.294331 -0.501 -0.617 0.292 0.429
H 0.986174 -3.187521 -4.783151 0.230 0.259 0.273 0.414
H -0.918659 -1.478771 -5.027869 -0.273 0.255 -0.066 0.769
H -0.072726 -1.453893 -3.523033 0.838 1.250 1.247 -0.542
H -2.684662 -2.958827 -4.042017 -0.222 0.681 -0.392 0.529
H -2.426193 -1.391681 -3.092918 -1.341 0.774 -0.097 0.405
H -0.158516 -2.369268 -1.300528 -0.365 -0.244 0.375 -0.741
H -1.507141 -2.849724 -0.153597 0.370 0.364 0.153 -0.226
H -1.628023 -1.351513 -1.256676 0.329 -0.378 1.067 -0.566
As -5.764024 0.421574 -2.693763 1.286 0.030 1.624 2.227
F -5.718967 2.102832 -2.343009 -0.086 0.997 -0.092 -0.534
F -4.750701 0.705700 -4.045899 0.883 0.200 -1.234 -0.501
F -5.757339 -1.253669 -2.965301 0.045 -1.083 -0.085 -0.451
F -6.677648 0.239673 -1.241265 -0.444 -0.233 -0.232 -0.453
F -7.088089 0.584396 -3.738026 -1.164 0.254 -0.175 -0.501
F -4.256286 0.248012 -1.766334 -0.351 -0.151 -0.023 -0.699
As -2.638505 -4.726886 3.590056 -0.673 0.439 0.171 2.046
F -2.122395 -5.239585 2.028800 0.305 -0.791 -0.332 -0.452
F -1.041319 -4.485645 4.083838 1.203 -0.084 0.622 -0.293
F -3.220172 -4.065511 5.135979 0.319 0.108 -0.453 -0.588
F -4.264471 -4.861180 3.107047 -1.445 -0.016 -0.436 -0.474
F -2.693392 -6.270290 4.227428 0.207 -1.452 0.485 -0.461
F -2.612410 -3.160894 2.885431 -0.267 1.723 -0.136 -0.563
As 0.274932 1.318368 0.001984 -0.259 -0.625 3.085 2.350
F -1.330145 0.767689 0.343979 -0.504 -0.075 -0.611 -0.460
F -0.299907 2.909355 -0.279694 -0.284 0.775 -0.711 -0.599
F 1.899961 1.883821 -0.214891 -0.078 -0.285 -0.070 -0.694
F 0.807230 -0.294933 0.439826 0.246 0.622 -0.524 -0.216
F 0.118071 0.908141 -1.655220 0.340 -0.402 -0.407 -0.661
F 0.281664 1.780857 1.736354 0.753 -0.232 -0.668 -0.480
As 4.784773 0.232094 5.439678 -1.262 0.940 1.184 2.104
F 5.280711 -1.294901 4.879890 0.188 -0.930 -0.545 -0.469
F 3.134083 -0.321554 5.606279 -0.367 -0.032 -0.423 -0.529
F 4.290690 1.808736 6.063937 -0.182 -0.072 -0.395 -0.486
F 6.343036 0.869219 5.253428 1.014 0.105 0.054 -0.508
F 4.401692 0.736071 3.816992 -0.088 -0.092 -0.185 -0.447
F 4.978141 -0.294409 7.066079 0.667 0.026 0.261 -0.500
C 7.078596 1.293120 1.404731 0.495 -1.237 1.336 -1.070
C 6.391796 1.235688 0.080957 2.531 -1.426 -1.045 0.609
O 7.072054 0.706927 -0.861238 -0.291 0.131 0.161 -0.722
O 5.278952 1.702060 -0.069777 -2.738 1.254 -0.068 -0.253
H 8.016590 0.765695 1.349303 0.521 0.059 -0.276 0.437
H 6.618381 0.827030 2.287688 -0.717 0.132 -0.506 -0.073
H 7.273082 2.291956 1.701089 0.213 1.214 0.168 0.279
C 3.095474 -5.841117 -1.610737 1.311 -1.248 -0.508 -1.687
C 2.473736 -4.470746 -1.568894 -1.289 0.463 1.706 0.618
O 1.475061 -4.309616 -0.775832 1.054 -0.392 -0.558 -0.437
O 2.946307 -3.568724 -2.281887 0.368 0.233 -0.564 -0.413
H 4.196441 -5.731221 -1.593333 -0.380 0.092 -0.287 0.410
H 2.859676 -6.382482 -2.566243 0.080 0.532 0.768 0.351
H 2.898032 -6.518006 -0.765850 -0.544 0.462 -0.257 0.314
```
Positions in Å, forces in eV/Å.